(1)
{"formula": "C13H34N7O5P2S", "method": "ωB97M-V/def2-TZVPD", "species": ["C", "P", "O", "N", "C", "N", "C", "N", "N", "C", "C", "C", "C", "S", "O", "O", "O", "H", "H", "H", "H", "H", "H", "H", "H", "H", "H", "H", "H", "H", "H", "H", "H", "O", "P", "N", "C", "C", "N", "C", "C", "N", "C", "C", "H", "H", "H", "H", "H", "H", "H", "H", "H", "H", "H", "H", "H", "H", "H", "H", "H", "H"], "coordinates": [[-2.29553, -0.32310, 7.48292], [-0.43438, -0.03287, 7.44932], [0.32821, -1.49742, 7.87302], [0.13090, 0.30146, 5.77213], [0.87317, 1.42780, 5.63223], [1.18908, 2.36711, 6.71858], [1.96851, 3.36798, 6.07376], [2.16483, 3.12548, 4.66124], [1.49594, 1.95585, 4.47616], [1.52542, 1.36962, 3.09333], [2.94858, 0.58838, 2.97972], [3.01620, -0.41167, 1.73920], [2.31966, -1.85003, 2.03143], [0.99916, -2.19921, 0.77497], [0.95307, -3.70138, 0.62360], [1.28011, -1.59653, -0.57604], [-0.43134, -1.59327, 1.41092], [-2.76822, -0.59551, 6.48819], [-2.47886, -1.13770, 8.27443], [-2.75990, 0.62866, 7.92836], [1.20696, -1.28439, 8.25621], [-0.07102, -0.29438, 4.95964], [2.37597, 4.22255, 6.68913], [2.69725, 3.66574, 3.97413], [1.44627, 2.21887, 2.33695], [0.63560, 0.68479, 2.92988], [3.76475, 1.38810, 2.97097], [3.04571, 0.00441, 3.96702], [4.12481, -0.65419, 1.55513], [2.64424, 0.06906, 0.77926], [3.11875, -2.66353, 1.89863], [1.95679, -1.94055, 3.11337], [-0.57153, -2.05727, 2.27026], [-2.48568, 1.39108, -3.51110], [-2.11249, 0.19921, -4.41335], [-0.87413, -0.38690, -3.40244], [0.50897, 0.02623, -3.31010], [-1.30902, -1.01452, -2.15720], [-1.65512, 1.16006, -5.76614], [-0.36477, 1.81414, -5.89847], [-2.69238, 2.13228, -6.13751], [-1.78887, -1.21744, -5.46529], [-2.80761, -2.25870, -5.31762], [-0.51117, -1.80907, -5.78755], [1.12853, -0.81945, -2.99541], [0.64399, 0.84650, -2.59196], [0.93461, 0.34040, -4.25523], [-1.21863, -2.10355, -2.23851], [-2.35556, -0.78401, -1.93636], [-0.72562, -0.68524, -1.29575], [-0.10762, 2.39154, -5.00203], [-0.34684, 2.50066, -6.74876], [0.42658, 1.09914, -6.11413], [-2.65212, 3.02933, -5.50861], [-3.68925, 1.69704, -6.03405], [-2.58323, 2.43606, -7.18363], [-2.64036, -2.86009, -4.41491], [-2.82925, -2.92423, -6.18580], [-3.80230, -1.80601, -5.24130], [-0.13315, -2.45408, -4.98391], [0.24955, -1.06740, -6.02404], [-0.60622, -2.42581, -6.68691]], "nbo_charge": [-0.98, 1.21, -0.96, -0.88, 0.59, -0.43, 0.24, -0.37, -0.19, -0.24, -0.41, -0.44, -0.65, 2.19, -0.88, -0.87, -0.85, 0.25, 0.28, 0.27, 0.51, 0.42, 0.27, 0.47, 0.24, 0.24, 0.23, 0.21, 0.25, 0.26, 0.29, 0.24, 0.50, -0.91, 2.19, -0.82, -0.40, -0.41, -0.80, -0.40, -0.40, -0.68, -0.42, -0.40, 0.20, 0.17, 0.20, 0.19, 0.20, 0.20, 0.17, 0.21, 0.18, 0.18, 0.20, 0.19, 0.16, 0.20, 0.19, 0.18, 0.20, 0.21], "lumo_ev": -3.506, "e_tot_ev": -64099.80307, "total_charge": 1, "gap_ev": 5.1}

=====

(2)
{"formula": "C13H35BF3O7", "method": "ωB97M-V/def2-TZVPD", "species": ["F", "C", "F", "F", "B", "O", "C", "C", "O", "H", "H", "H", "H", "H", "C", "C", "O", "H", "H", "H", "H", "H", "H", "C", "C", "O", "H", "H", "H", "H", "H", "H", "C", "C", "O", "H", "H", "H", "H", "H", "H", "C", "C", "O", "H", "H", "H", "H", "H", "H", "C", "C", "O", "H", "H", "H", "H", "H", "H"], "coordinates": [[1.25233, -3.46797, -0.88235], [0.07665, -2.78952, -0.95137], [0.02836, -2.13684, 0.23211], [0.32266, -1.79606, -1.84267], [-1.26782, -3.73430, -1.31804], [-2.12049, -3.73169, -0.10250], [-3.43532, -3.44337, -0.60354], [-3.07952, -2.44020, -1.69284], [-2.09058, -3.14252, -2.38861], [-0.87914, -4.83458, -1.64470], [-4.03617, -3.10615, 0.23569], [-3.79921, -4.38506, -1.01406], [-2.71065, -1.55552, -1.16628], [-3.86086, -2.12641, -2.37909], [0.04769, 2.23304, 0.38476], [-0.97728, 1.15540, 0.07050], [-0.96899, 0.80587, -1.30322], [-0.14411, 3.12820, -0.21254], [0.02188, 2.50355, 1.44359], [1.05494, 1.88694, 0.13945], [-1.98272, 1.51014, 0.29957], [-0.78411, 0.25900, 0.66878], [-0.09217, 0.46360, -1.51513], [1.53107, 5.08304, 2.98709], [1.03342, 5.88941, 1.80244], [1.94313, 5.80884, 0.70928], [2.51377, 5.43660, 3.29985], [0.84373, 5.15581, 3.83291], [1.63852, 4.03176, 2.71424], [0.94329, 6.94326, 2.06383], [0.04878, 5.53165, 1.48169], [2.02616, 4.87860, 0.46787], [0.55552, -8.39780, 0.47907], [0.14050, -7.43000, -0.61918], [-1.22678, -7.07990, -0.52650], [-0.04915, -9.30573, 0.43548], [1.60928, -8.67266, 0.38657], [0.40131, -7.94923, 1.46347], [0.28041, -7.88613, -1.59917], [0.74772, -6.51895, -0.57889], [-1.36490, -6.63735, 0.31899], [5.98026, 3.56737, 3.80536], [5.21119, 2.74480, 2.78702], [4.51566, 3.57378, 1.86086], [5.30312, 4.22723, 4.34879], [6.49445, 2.92464, 4.52181], [6.72393, 4.19708, 3.31076], [4.45924, 2.13220, 3.28109], [5.88824, 2.07866, 2.24207], [5.16570, 4.11671, 1.40147], [-3.68383, 2.72375, -2.67920], [-3.42423, 2.03975, -4.00709], [-4.41625, 1.05687, -4.29493], [-3.69741, 1.98911, -1.87436], [-2.91307, 3.46549, -2.46288], [-4.65832, 3.22242, -2.68763], [-2.46643, 1.52446, -3.98686], [-3.40374, 2.77643, -4.82001], [-5.26969, 1.50248, -4.32283]], "nbo_charge": [-0.38, 0.77, -0.38, -0.38, 0.52, -0.74, -0.09, -0.09, -0.71, -0.12, 0.15, 0.15, 0.15, 0.16, -0.64, -0.07, -0.72, 0.20, 0.20, 0.20, 0.16, 0.18, 0.48, -0.63, -0.06, -0.73, 0.21, 0.20, 0.21, 0.17, 0.16, 0.47, -0.63, -0.06, -0.71, 0.20, 0.20, 0.19, 0.16, 0.18, 0.47, -0.63, -0.06, -0.72, 0.21, 0.21, 0.19, 0.18, 0.16, 0.46, -0.63, -0.06, -0.71, 0.23, 0.21, 0.18, 0.20, 0.14, 0.45], "lumo_ev": 2.266, "e_tot_ev": -37211.78510, "total_charge": -1, "gap_ev": 6.7}

=====

(3)
{"formula": "C13H35Br4O12P3", "method": "ωB97M-V/def2-TZVPD", "species": ["Br", "C", "C", "Br", "H", "H", "H", "H", "Br", "C", "C", "Br", "H", "H", "H", "H", "C", "O", "P", "O", "O", "C", "O", "C", "H", "H", "H", "H", "H", "H", "H", "H", "H", "C", "O", "P", "O", "O", "C", "O", "C", "H", "H", "H", "H", "H", "H", "H", "H", "H", "C", "O", "P", "O", "O", "C", "O", "C", "H", "H", "H", "H", "H", "H", "H", "H", "H"], "coordinates": [[-4.87067, -2.99295, -0.40503], [-4.56714, -2.82610, 1.62282], [-5.41206, -3.98703, 2.37116], [-4.88787, -4.02413, 4.27810], [-4.94199, -1.83604, 1.88234], [-3.49822, -2.72724, 1.81189], [-5.28733, -4.97795, 1.93457], [-6.43498, -3.61091, 2.35498], [3.70541, -3.40558, -0.04534], [5.53123, -3.47088, 0.87956], [5.45241, -3.81758, 2.30525], [4.37098, -5.52629, 2.65971], [6.01924, -2.49998, 0.79396], [6.15796, -4.08129, 0.22939], [4.90593, -3.13290, 2.95385], [6.40955, -4.00888, 2.79044], [1.65806, 1.12093, 2.58897], [1.28493, 2.28124, 1.86103], [2.38306, 3.25546, 1.15522], [3.65239, 3.39813, 1.85347], [2.64938, 2.82107, -0.37440], [3.98448, 2.70878, -0.96168], [1.62495, 4.68906, 1.02595], [1.79188, 5.58327, -0.03836], [1.90086, 1.40184, 3.61378], [2.49171, 0.50760, 2.24700], [0.77792, 0.47793, 2.58511], [4.75831, 2.48304, -0.22798], [4.25087, 3.67057, -1.39999], [3.98277, 2.00915, -1.79752], [2.81425, 5.66643, -0.40706], [1.20630, 6.46809, 0.21117], [1.27319, 5.08319, -0.85627], [-1.24348, -3.71860, -1.14113], [-0.38928, -3.33437, -0.09950], [-0.30878, -1.85095, 0.53862], [-1.52763, -1.48900, 1.28178], [0.11943, -0.79799, -0.61670], [1.29408, -0.83988, -1.31477], [1.01823, -1.89742, 1.53078], [1.07227, -2.82403, 2.57474], [-1.91116, -2.90721, -1.43085], [-1.73202, -4.62414, -0.78140], [-0.63928, -4.00279, -2.00270], [1.65748, 0.15035, -1.58953], [1.09067, -1.16010, -2.33662], [2.12288, -1.37899, -0.85591], [0.31233, -3.60252, 2.64220], [0.85128, -2.27373, 3.48931], [2.07022, -3.26125, 2.60710], [-0.96794, 3.79236, -3.12494], [-2.19983, 4.43271, -2.81910], [-3.48795, 3.62585, -2.38977], [-4.63821, 4.56646, -2.23044], [-2.91848, 2.88309, -1.04835], [-2.38678, 1.57875, -1.04702], [-3.68293, 2.44381, -3.50134], [-4.75538, 1.49946, -3.28165], [-0.33420, 4.43871, -3.73216], [-1.22663, 2.91202, -3.71333], [-0.45338, 3.63867, -2.17643], [-1.31451, 1.56722, -1.24250], [-2.91537, 0.95210, -1.76534], [-2.52273, 1.09066, -0.08194], [-5.44225, 1.54406, -4.12682], [-5.40907, 1.65465, -2.42333], [-4.33936, 0.49198, -3.28700]], "mulliken_spin": [0.00, 0.00, 0.00, 0.00, 0.00, 0.00, 0.00, 0.00, 0.39, 0.00, -0.03, 0.62, 0.00, -0.01, 0.00, 0.01, 0.00, 0.00, 0.00, 0.00, 0.00, 0.00, 0.00, 0.00, 0.00, 0.00, 0.00, 0.00, 0.00, 0.00, 0.00, 0.00, 0.00, 0.00, 0.00, 0.00, 0.00, 0.00, 0.01, 0.01, 0.02, 0.00, 0.00, 0.00, 0.00, 0.00, 0.00, 0.00, 0.00, -0.01, 0.00, 0.00, 0.00, 0.00, 0.00, 0.00, 0.00, 0.00, 0.00, 0.00, 0.00, 0.00, 0.00, 0.00, 0.00, 0.00, 0.00], "lumo_ev": [-5.055, -10.327], "e_tot_ev": -346649.61020, "multiplicity": 2, "total_charge": 1, "gap_ev": [6.7, 1.4]}